DFT (ωB97M-V/def2-TZVPD) results for a 2-piece molecular cluster, CH9N4 overall at a distorted geometry.

Each atom is followed by the atoms it is bonded to, with distances in Å.
CARTESIAN COORDINATES (ANGSTROEM)
1 N 1.87 2.50 0.22  H2 1.017, H3 1.016, H4 1.020
2 H 2.67 2.07 -0.24  N1 1.017
3 H 1.57 3.19 -0.46  N1 1.016
4 H 1.12 1.81 0.27  N1 1.020
5 N -0.17 -0.32 -1.00  C6 1.333, H9 1.012, H10 1.008
6 C -0.72 -0.98 0.02  N5 1.333, N7 1.334, N8 1.334
7 N -1.97 -0.69 0.39  C6 1.334, H11 1.004, H12 1.007
8 N -0.05 -1.95 0.64  C6 1.334, H13 0.997, H14 0.999
9 H -0.60 0.54 -1.33  N5 1.012
10 H 0.83 -0.36 -1.13  N5 1.008
11 H -2.52 -0.07 -0.17  N7 1.004
12 H -2.50 -1.35 0.93  N7 1.007
13 H -0.43 -2.32 1.48  N8 0.997
14 H 0.90 -2.07 0.36  N8 0.999

Summary:
largest force on an atom = 1.49 eV/Å
charge = +1
highest occupied orbital energy = -13.5 eV
orbital gap = 10.00 eV
DFT total energy = -7137.9332 eV
ΔE to the lowest compared entry with this formula, charge and spin = 79.0 kJ/mol